# C15H28BiBrN6O6P

A molecular structure, C15H28BiBrN6O6P in a non-equilibrium geometry (ωB97M-V/def2-TZVPD, the OMol25 dataset).

Output
E_LUMO = -0.300 hartree
Total charge = +3
Molecular weight = 708.28 g/mol
ΔE to the lowest compared entry with this formula, charge and spin = 23.4 kcal/mol

XYZ file:
```
58
C15H28BiBrN6O6P (ωB97M-V/def2-TZVPD)
Bi 1.936 -0.030 -2.142
N 0.899 -0.787 -0.179
C -0.333 -1.549 -0.416
C -1.193 -1.820 0.821
C -1.650 -0.548 1.542
C -2.743 -0.832 2.572
N -4.043 -1.019 1.942
C -5.200 -1.017 2.603
N -5.236 -0.815 3.917
N -6.347 -1.180 1.948
C -1.086 -0.757 -1.492
O -2.300 -0.577 -1.431
O -0.367 -0.277 -2.421
H 1.605 -1.343 0.301
H 0.717 0.053 0.370
H -0.045 -2.506 -0.871
H -0.639 -2.453 1.516
H -2.058 -2.389 0.478
H -2.019 0.187 0.825
H -0.808 -0.114 2.084
H -2.810 0.024 3.251
H -2.480 -1.731 3.143
H -4.042 -1.201 0.948
H -4.403 -0.708 4.472
H -6.114 -0.825 4.412
H -6.390 -1.353 0.959
H -7.222 -1.216 2.447
N -2.758 1.452 -3.025
C -1.458 1.963 -3.490
P -0.500 2.475 -1.950
O -1.399 2.400 -0.786
O 0.930 1.969 -1.717
C -0.216 4.286 -2.409
N 0.341 4.963 -1.223
H -3.213 2.151 -2.428
H -2.623 0.556 -2.391
H -3.368 1.223 -3.813
H -1.609 2.848 -4.109
H -0.949 1.200 -4.075
H -1.167 4.755 -2.660
H 0.458 4.388 -3.258
H 1.284 4.597 -1.028
H -0.259 4.734 -0.414
H 0.384 5.988 -1.337
Br 6.665 -1.108 3.934
C 6.396 -1.599 2.120
C 7.231 -2.534 1.518
C 7.009 -2.908 0.201
C 5.924 -2.412 -0.495
C 5.094 -1.462 0.112
C 5.349 -1.030 1.416
C 3.928 -0.984 -0.609
O 3.447 0.204 -0.465
O 3.289 -1.753 -1.389
H 8.052 -2.958 2.076
H 7.679 -3.609 -0.270
H 5.723 -2.720 -1.509
H 4.704 -0.298 1.876
```